{"formula": "C6H10N2", "method": "ωB97M-V with the def2-TZVPD basis set", "species": ["C", "C", "C", "C", "C", "C", "N", "N", "H", "H", "H", "H", "H", "H", "H", "H", "H", "H"], "xyz": [[1.2276, -1.1264, -2.1945], [0.3274, 1.8674, -1.2954], [-0.6072, 1.4835, -0.1894], [0.5168, 0.5664, -0.5652], [-0.6651, -2.0056, 0.9316], [0.2496, -0.7393, -1.2379], [2.0274, -1.4109, -2.9639], [0.5068, -2.0515, 0.1003], [-0.0381, 1.8546, -2.3130], [1.0570, 2.6425, -1.1061], [-0.5483, 2.0173, 0.7476], [-1.6112, 1.1908, -0.4609], [1.3736, 0.5342, 0.1011], [-1.5313, -2.2985, 0.3353], [-0.5415, -2.7432, 1.7276], [-0.8685, -1.0284, 1.3941], [-0.7680, -0.9264, -1.5575], [1.3195, -1.6845, 0.5894]], "atomic_forces_ev_per_a": [[0.3, -0.1, -0.5], [0.0, 0.1, -0.1], [-0.1, 0.1, 0.1], [0.0, 0.2, -0.1], [-0.3, 0.2, 0.3], [0.6, -2.4, 3.8], [0.3, -0.1, -0.2], [-0.4, 2.1, -3.3], [0.0, -0.1, 0.0], [0.0, 0.0, 0.0], [0.1, 0.0, 0.0], [0.0, -0.1, 0.0], [-0.1, 0.0, -0.1], [0.0, 0.0, 0.1], [-0.1, 0.0, 0.1], [0.0, -0.1, 0.0], [-0.1, 0.0, -0.1], [-0.1, 0.2, -0.1]], "e_above_lowest_kcal_mol": 66.34, "total_energy_ev": -9361.5602, "multiplicity": 1, "orbital_gap_ha": 0.3774, "e_homo_ev": -9.4}

---

{"formula": "C6H10N2", "method": "ωB97M-V with the def2-TZVPD basis set", "species": ["C", "C", "C", "C", "C", "C", "H", "H", "H", "H", "H", "H", "H", "H", "H", "H", "N", "N"], "xyz": [[-1.9920, 0.3356, 0.2839], [-0.4413, -0.7640, 0.0693], [1.2076, -1.0504, 0.0164], [1.5740, 0.1105, 0.9267], [0.9813, 1.0037, -0.2381], [-0.5106, 0.6774, -0.3658], [-2.9894, 0.8620, 0.2357], [-1.8050, 0.6037, 1.3922], [-1.8236, -0.8017, -1.3662], [-0.5455, -0.6383, 1.2400], [1.7240, -2.1409, 0.0542], [2.6479, 0.0607, 0.9237], [1.0427, -0.0363, 1.9999], [1.2180, 2.0046, -0.3945], [1.0189, -0.5126, -2.0181], [-0.9331, 1.4254, -1.5017], [-1.8465, -0.9098, -0.2469], [1.4725, -0.2296, -1.0105]], "atomic_forces_ev_per_a": [[-1.4, 6.2, 2.9], [1.9, -0.1, 3.2], [-2.5, -3.8, 1.1], [-1.6, -1.0, 3.0], [-0.8, -3.0, 1.5], [-0.7, 3.0, -1.6], [1.0, -0.2, -1.5], [-0.3, -1.8, -1.1], [-0.8, -0.2, 3.0], [0.3, -0.7, -2.0], [-1.4, 2.6, 0.0], [0.4, 0.7, 0.5], [1.6, 1.1, -2.3], [1.3, 1.4, -0.7], [1.2, 1.3, 3.1], [1.4, -3.4, 2.4], [-1.7, -4.9, -3.4], [2.1, 2.7, -8.1]], "e_above_lowest_kcal_mol": 224.94, "total_energy_ev": -9354.6826, "multiplicity": 1, "orbital_gap_ha": 0.3388, "e_homo_ev": -8.3}

---

{"formula": "C6H10N2O", "method": "ωB97M-V with the def2-TZVPD basis set", "species": ["C", "C", "N", "C", "C", "C", "C", "O", "N", "H", "H", "H", "H", "H", "H", "H", "H", "H", "H"], "xyz": [[0.6372, -1.6742, 0.6223], [-1.1191, -0.8775, -0.1256], [1.6782, -0.8630, 0.2872], [-0.7828, 0.2965, -0.7658], [0.5003, 2.3992, -1.0760], [0.0267, 1.3039, -0.2438], [-2.1775, -1.5936, 0.1826], [0.3646, -1.7883, 1.9528], [0.9750, 3.5234, -0.7155], [0.7014, -1.0089, 2.4109], [0.5534, -2.6424, 0.1363], [1.3341, 0.1895, 0.1225], [2.0763, -1.1228, -0.6089], [1.0567, 3.5975, 0.3015], [-0.9237, 0.2918, -1.8447], [0.3629, 2.2609, -2.1521], [0.0120, 1.4830, 0.8324], [-3.1818, -1.2265, -0.0031], [-2.0941, -2.5484, 0.6870]], "atomic_forces_ev_per_a": [[-2.2, 0.5, -0.7], [1.4, -1.6, 1.6], [0.2, 1.7, -0.5], [1.4, 1.7, -0.4], [-0.3, 0.6, -0.2], [-1.7, -0.5, -0.2], [-0.2, 0.1, 0.0], [-0.1, -0.1, 0.2], [0.2, -0.2, 0.0], [0.1, 0.0, 0.0], [0.1, 0.1, 0.0], [0.6, -1.9, 0.4], [0.0, -0.1, 0.1], [-0.1, -0.1, 0.0], [0.1, 0.1, -0.1], [0.1, -0.1, 0.0], [0.3, -0.2, 0.0], [0.0, 0.0, 0.0], [0.1, 0.0, -0.1]], "e_above_lowest_kcal_mol": 91.29, "total_energy_ev": -11408.1290, "multiplicity": 1, "orbital_gap_ha": 0.3118, "e_homo_ev": -8.5}

---

{"formula": "C6H10N2O", "method": "ωB97M-V with the def2-TZVPD basis set", "species": ["C", "C", "C", "C", "C", "N", "C", "N", "O", "H", "H", "H", "H", "H", "H", "H", "H", "H", "H"], "xyz": [[-0.3663, -0.0305, 0.5912], [2.4679, 0.1461, 1.7819], [2.1963, 0.1155, 0.2929], [-2.0935, -0.1031, -0.2221], [0.4269, 0.1873, -0.5349], [-2.3773, -1.2046, -0.9763], [0.4658, 0.5670, -1.7858], [-2.8654, 0.8188, 0.1437], [3.0830, 0.1296, -0.5161], [-1.6275, -1.7317, -1.3887], [-3.2877, -1.3002, -1.4113], [-3.8517, 0.7059, -0.1137], [-0.2588, -0.9926, 1.0834], [-0.5120, 0.8217, 1.2485], [3.5363, 0.2568, 1.9764], [2.1230, -0.7861, 2.2302], [1.9282, 0.9757, 2.2374], [-0.4204, 0.7172, -2.3837], [1.4331, 0.7072, -2.2531]], "atomic_forces_ev_per_a": [[-6.6, -0.7, -1.8], [-0.5, -0.1, -0.1], [-1.0, 0.5, -2.9], [2.1, 0.0, 2.3], [5.9, 0.5, 1.7], [0.2, -0.3, 0.0], [-0.1, -0.3, 0.1], [-0.3, 0.3, 0.5], [-0.1, -0.1, 0.5], [0.0, 0.0, 0.0], [0.3, 0.2, 0.1], [0.3, 0.0, -0.4], [0.1, 0.1, 0.1], [0.1, -0.1, 0.1], [-0.1, 0.0, -0.3], [-0.1, 0.0, 0.1], [-0.1, -0.1, 0.1], [-0.2, 0.0, 0.0], [0.1, 0.0, 0.0]], "e_above_lowest_kcal_mol": 87.59, "total_energy_ev": -11408.2895, "multiplicity": 1, "orbital_gap_ha": 0.3294, "e_homo_ev": -8.1}

---

{"formula": "C6H10N2O", "method": "ωB97M-V with the def2-TZVPD basis set", "species": ["C", "C", "C", "N", "C", "N", "C", "C", "O", "H", "H", "H", "H", "H", "H", "H", "H", "H", "H"], "xyz": [[-3.2722, -0.9064, -0.2894], [-2.1006, -0.6307, -0.1232], [-0.6894, -0.2528, 0.0848], [-0.3123, 0.9669, 0.2242], [-1.3059, 2.0765, 0.1280], [0.2037, -1.2827, 0.0264], [1.5519, -1.1238, 0.5753], [2.4198, -0.3632, -0.4694], [2.4724, 1.0558, -0.2110], [-4.3381, -1.0662, -0.3459], [-2.3005, 1.6871, -0.0467], [-1.3109, 2.6003, 1.1214], [-0.9603, 2.7084, -0.6752], [-0.2086, -2.2199, 0.0548], [1.5187, -0.5063, 1.5181], [1.9613, -2.1243, 0.8038], [2.0337, -0.5933, -1.4681], [3.4768, -0.7498, -0.3906], [1.4870, 1.2299, -0.0737]], "atomic_forces_ev_per_a": [[1.1, 0.5, 0.4], [-1.0, -0.4, -0.2], [-0.7, 0.7, -0.5], [-0.6, 0.0, -0.1], [1.0, -1.1, 1.5], [-0.5, -1.2, 0.8], [0.1, 0.8, -0.2], [1.6, 0.0, 1.0], [-1.6, -1.2, -0.2], [0.6, 0.0, -0.1], [-0.3, 0.1, -0.2], [0.1, -0.2, -1.1], [-0.1, 0.5, -0.1], [0.3, 0.8, 0.0], [0.1, -0.6, -0.8], [-0.2, 0.5, -0.2], [0.1, 0.1, 0.0], [-1.0, 0.5, -0.2], [1.2, 0.4, 0.0]], "e_above_lowest_kcal_mol": 65.09, "total_energy_ev": -11409.2652, "multiplicity": 1, "orbital_gap_ha": 0.3651, "e_homo_ev": -9.1}

---

{"formula": "C6H10N2O", "method": "ωB97M-V with the def2-TZVPD basis set", "species": ["C", "C", "C", "C", "N", "C", "C", "O", "N", "H", "H", "H", "H", "H", "H", "H", "H", "H", "H"], "xyz": [[1.7446, -1.8673, -0.7991], [-1.3654, 0.3494, -0.0818], [1.2247, -0.6701, -0.0744], [-0.0990, 1.4694, -0.0881], [-1.6699, 0.0459, 1.2307], [0.5636, 0.3493, -0.7030], [-0.2569, 2.7249, 0.2181], [1.1984, -0.7367, 1.3037], [-2.1617, 0.2850, -1.0695], [1.5491, -1.5941, 1.5810], [-2.4084, -0.6248, 1.3752], [-0.9048, -0.0090, 1.8826], [-3.0849, -0.0643, -0.8195], [0.6196, 0.3868, -1.7826], [1.7863, -1.6764, -1.8626], [2.7524, -2.1155, -0.4678], [1.1187, -2.7507, -0.6207], [0.5724, 3.4149, 0.1191], [-1.1789, 3.0831, 0.6589]], "atomic_forces_ev_per_a": [[0.0, 0.0, 0.3], [-1.5, 4.3, 1.9], [-1.3, 0.9, -0.9], [-3.6, -4.2, -0.6], [0.1, -0.5, 0.0], [4.7, -0.4, 0.0], [0.7, 0.4, 0.3], [0.3, -0.1, 0.1], [0.3, 0.1, -0.5], [-0.1, 0.3, -0.1], [0.0, -0.2, 0.0], [0.0, 0.0, 0.0], [0.2, -0.5, 0.0], [-0.1, -0.3, -0.1], [-0.1, 0.0, -0.2], [0.2, 0.0, 0.0], [0.0, 0.1, 0.0], [0.0, 0.1, 0.0], [0.0, 0.0, -0.2]], "e_above_lowest_kcal_mol": 80.84, "total_energy_ev": -11408.5821, "multiplicity": 1, "orbital_gap_ha": 0.2984, "e_homo_ev": -7.5}

---

Please write out number 1 again, unchanged.
{"formula": "C6H10N2", "method": "ωB97M-V with the def2-TZVPD basis set", "species": ["C", "C", "C", "C", "C", "C", "N", "N", "H", "H", "H", "H", "H", "H", "H", "H", "H", "H"], "xyz": [[1.2276, -1.1264, -2.1945], [0.3274, 1.8674, -1.2954], [-0.6072, 1.4835, -0.1894], [0.5168, 0.5664, -0.5652], [-0.6651, -2.0056, 0.9316], [0.2496, -0.7393, -1.2379], [2.0274, -1.4109, -2.9639], [0.5068, -2.0515, 0.1003], [-0.0381, 1.8546, -2.3130], [1.0570, 2.6425, -1.1061], [-0.5483, 2.0173, 0.7476], [-1.6112, 1.1908, -0.4609], [1.3736, 0.5342, 0.1011], [-1.5313, -2.2985, 0.3353], [-0.5415, -2.7432, 1.7276], [-0.8685, -1.0284, 1.3941], [-0.7680, -0.9264, -1.5575], [1.3195, -1.6845, 0.5894]], "atomic_forces_ev_per_a": [[0.3, -0.1, -0.5], [0.0, 0.1, -0.1], [-0.1, 0.1, 0.1], [0.0, 0.2, -0.1], [-0.3, 0.2, 0.3], [0.6, -2.4, 3.8], [0.3, -0.1, -0.2], [-0.4, 2.1, -3.3], [0.0, -0.1, 0.0], [0.0, 0.0, 0.0], [0.1, 0.0, 0.0], [0.0, -0.1, 0.0], [-0.1, 0.0, -0.1], [0.0, 0.0, 0.1], [-0.1, 0.0, 0.1], [0.0, -0.1, 0.0], [-0.1, 0.0, -0.1], [-0.1, 0.2, -0.1]], "e_above_lowest_kcal_mol": 66.34, "total_energy_ev": -9361.5602, "multiplicity": 1, "orbital_gap_ha": 0.3774, "e_homo_ev": -9.4}